a | {"formula": "C4H13NO3", "method": "ωB97M-V/def2-TZVPD", "orbital_gap_ev": 10.26, "lumo_energy_ev": 0.654, "smiles": "CC(C)NC=O.O.O", "species": ["C", "C", "C", "N", "C", "O", "H", "H", "H", "H", "H", "H", "H", "H", "H", "O", "H", "H", "O", "H", "H"], "xyz": [[-1.2656, -0.1882, -2.5175], [0.1532, -0.0725, -1.9572], [0.9385, -1.3989, -2.0245], [0.1997, 0.5467, -0.6429], [-0.1975, -0.1534, 0.4540], [-0.6954, -1.2579, 0.4093], [-1.7042, -1.1448, -2.2618], [-1.2477, -0.1454, -3.6079], [-1.9460, 0.6209, -2.2470], [0.6790, 0.6386, -2.5963], [1.3578, -1.6055, -1.0357], [0.2594, -2.2082, -2.2443], [1.7463, -1.3177, -2.7332], [0.2202, 1.5469, -0.5469], [-0.0182, 0.3314, 1.4232], [-0.6057, 0.2182, 4.2113], [-0.8951, -0.6987, 4.2223], [-0.4388, 0.5170, 5.1089], [0.9554, 2.1936, 3.0201], [1.5477, 2.3128, 2.2729], [0.9570, 1.2650, 3.2931]], "nbo_charge": [-0.620, -0.049, -0.611, -0.627, 0.515, -0.622, 0.220, 0.206, 0.212, 0.193, 0.225, 0.218, 0.208, 0.399, 0.128, -0.959, 0.485, 0.481, -0.957, 0.465, 0.490]}



b | {"formula": "C4H13NO3", "method": "ωB97M-V/def2-TZVPD", "orbital_gap_ev": 10.03, "lumo_energy_ev": 0.889, "smiles": "CCNCC=O.O.O", "species": ["C", "C", "N", "C", "C", "O", "H", "H", "H", "H", "H", "H", "H", "H", "H", "O", "H", "H", "O", "H", "H"], "xyz": [[0.6097, 0.5903, -1.9297], [-0.8826, 0.2646, -1.7139], [-1.0129, -1.0988, -1.1424], [-0.3459, -1.3230, 0.1319], [-1.4935, -1.4824, 1.1214], [-1.6516, -0.6484, 1.9931], [0.9624, 1.0263, -0.9858], [0.7506, 1.2358, -2.8010], [1.2148, -0.2995, -2.1013], [-1.4291, 0.2461, -2.6580], [-1.2838, 0.9503, -0.9773], [-0.6774, -1.7844, -1.8059], [0.2144, -2.2581, 0.1542], [0.3094, -0.5532, 0.5390], [-2.2774, -2.2475, 1.0554], [2.5213, 1.2088, 0.5944], [1.9419, 1.1138, 1.3906], [2.8111, 2.1123, 0.6131], [0.3445, 0.9774, 2.9082], [-0.3392, 1.6375, 3.1068], [-0.2867, 0.3321, 2.5074]], "nbo_charge": [-0.654, -0.212, -0.623, -0.338, 0.460, -0.579, 0.244, 0.211, 0.201, 0.197, 0.193, 0.362, 0.212, 0.213, 0.137, -0.964, 0.499, 0.469, -0.983, 0.468, 0.488]}



Stability summary - winner: a; margin: 0.0332 hartree.



a | {"formula": "C3H12O3", "method": "ωB97M-V/def2-TZVPD", "orbital_gap_ev": 10.80, "lumo_energy_ev": 0.617, "smiles": "CO.CO.CO", "species": ["C", "O", "H", "H", "H", "H", "C", "O", "H", "H", "H", "H", "C", "O", "H", "H", "H", "H"], "xyz": [[-1.8651, 3.3115, -1.0854], [-0.7936, 3.0794, -1.9532], [-2.1029, 4.3511, -0.8600], [-2.7682, 2.8540, -1.4895], [-1.8464, 2.8585, -0.0942], [-0.6591, 2.1509, -2.1566], [0.4257, -2.1686, 3.3618], [1.3253, -1.6803, 2.3652], [1.0407, -2.6672, 4.1110], [-0.1587, -1.4011, 3.8693], [-0.2370, -2.9086, 2.9132], [1.9287, -1.0736, 2.8003], [1.0646, -1.0262, -2.3079], [0.1139, -1.3214, -1.3175], [1.6410, -0.1322, -2.0699], [1.8108, -1.8181, -2.3712], [0.4875, -1.0970, -3.2299], [0.5928, -1.3111, -0.4856]], "nbo_charge": [-0.247, -0.725, 0.183, 0.156, 0.156, 0.477, -0.249, -0.730, 0.163, 0.165, 0.188, 0.465, -0.254, -0.722, 0.164, 0.156, 0.186, 0.470]}



b | {"formula": "C3H12O3", "method": "ωB97M-V/def2-TZVPD", "orbital_gap_ev": 8.69, "lumo_energy_ev": -0.537, "species": ["C", "C", "C", "H", "H", "H", "H", "H", "H", "H", "H", "O", "H", "H", "O", "H", "H", "O"], "xyz": [[0.5702, -1.6083, -1.4976], [-0.3320, -0.4315, -1.6844], [-1.4079, -0.1961, -0.8116], [0.2646, -2.1626, -0.6056], [1.5923, -1.2740, -1.3030], [0.5658, -2.2465, -2.3820], [-0.2899, 0.0458, -2.6635], [-2.2194, 0.4228, -1.1574], [-1.6135, -0.9010, -0.0177], [-1.3144, 1.9952, 2.2431], [-0.3780, 1.3979, 1.1397], [-1.0252, 1.1517, 1.8818], [1.1992, -0.0136, 0.8150], [0.6164, -0.5955, 2.0749], [1.1756, -0.8555, 1.3468], [-0.3315, 0.4260, -0.6830], [1.3812, 2.1499, 0.2268], [0.7703, 1.4402, 0.0436]], "lowdin_charge": [-0.059, -0.124, 0.063, 0.083, 0.099, 0.095, 0.146, 0.115, 0.120, 0.024, -0.031, -0.130, -0.019, 0.007, -0.108, 0.117, -0.017, -0.381]}



c | {"formula": "C3H12O3", "method": "ωB97M-V/def2-TZVPD", "orbital_gap_ev": 9.94, "lumo_energy_ev": 0.452, "smiles": "CO.CO.CO", "species": ["C", "O", "H", "H", "H", "H", "C", "O", "H", "H", "H", "H", "C", "O", "H", "H", "H", "H"], "xyz": [[-2.4184, 0.1451, -1.1715], [-1.5264, 0.8980, -0.3604], [-2.8655, 0.7552, -1.9595], [-1.8424, -0.6618, -1.6135], [-3.2361, -0.2982, -0.5906], [-2.0066, 1.6208, 0.0539], [1.9505, 0.6073, -1.4504], [2.7163, -0.2161, -0.6127], [0.9965, 0.1515, -1.7400], [1.7077, 1.5716, -0.9817], [2.5170, 0.8083, -2.3616], [2.1021, -0.5745, 0.0424], [0.4603, -0.9312, 2.4325], [0.3755, -0.7131, 1.0290], [0.8679, -0.0546, 2.9475], [-0.5147, -1.1568, 2.8710], [1.1275, -1.7730, 2.6018], [-0.4113, -0.1783, 0.8638]], "nbo_charge": [-0.251, -0.739, 0.170, 0.194, 0.165, 0.474, -0.239, -0.741, 0.156, 0.152, 0.171, 0.490, -0.250, -0.760, 0.163, 0.163, 0.183, 0.498]}



d | {"formula": "C3H12O3", "method": "ωB97M-V/def2-TZVPD", "orbital_gap_ev": 10.95, "lumo_energy_ev": 0.605, "smiles": "CC(C)O.O.O", "species": ["C", "C", "C", "O", "H", "H", "H", "H", "H", "H", "H", "H", "O", "H", "H", "O", "H", "H"], "xyz": [[0.7324, 0.9454, -0.4232], [-0.4483, 0.0074, -0.2571], [0.0286, -1.3170, 0.3363], [-1.3808, 0.5835, 0.6876], [0.3298, 1.8954, -0.7930], [1.3295, 1.0872, 0.4678], [1.3347, 0.6217, -1.2709], [-1.0287, -0.1490, -1.1650], [0.5038, -1.8432, -0.4930], [0.7264, -1.1092, 1.1462], [-0.7361, -1.9811, 0.7379], [-1.9068, 1.2949, 0.3028], [0.6743, -1.3863, -3.1799], [1.1734, -0.7020, -3.6107], [0.8420, -2.2130, -3.6460], [0.2319, 1.2031, 3.0068], [-0.1104, 0.8975, 3.8456], [-0.4611, 0.8602, 2.4140]], "nbo_charge": [-0.634, 0.100, -0.635, -0.768, 0.201, 0.232, 0.208, 0.175, 0.225, 0.213, 0.215, 0.476, -0.946, 0.473, 0.476, -0.959, 0.458, 0.490]}



Stability summary - winner: d; margin: 0.0406 hartree.



a | {"formula": "C3H12O3", "method": "ωB97M-V/def2-TZVPD", "orbital_gap_ev": 10.92, "lumo_energy_ev": 0.568, "smiles": "CCCO.O.O", "species": ["C", "C", "C", "O", "H", "H", "H", "H", "H", "H", "H", "H", "O", "H", "H", "O", "H", "H"], "xyz": [[1.1249, -0.2746, 1.9087], [-0.2228, -0.7230, 1.3328], [-0.1527, -0.5649, -0.1707], [-1.2786, -1.0786, -0.9125], [1.3264, 0.7645, 1.6750], [1.1654, -0.3960, 2.9920], [1.9165, -0.8931, 1.4836], [-1.0340, -0.1013, 1.7162], [-0.4365, -1.7578, 1.6071], [0.7476, -0.9926, -0.6019], [-0.1660, 0.5106, -0.3705], [-0.9680, -1.9115, -1.3109], [1.5670, 0.9958, -2.4500], [2.3914, 0.9949, -1.9744], [1.7360, 1.5370, -3.2224], [-2.8457, 1.6050, -0.6339], [-2.9815, 0.7101, -0.3014], [-1.8893, 1.5755, -0.7667]], "nbo_charge": [-0.605, -0.425, -0.056, -0.736, 0.204, 0.215, 0.198, 0.204, 0.200, 0.166, 0.160, 0.472, -0.937, 0.467, 0.472, -0.933, 0.473, 0.462]}



b | {"formula": "C3H12O3", "method": "ωB97M-V/def2-TZVPD", "orbital_gap_ev": 10.09, "lumo_energy_ev": 0.593, "species": ["C", "O", "H", "H", "H", "H", "C", "O", "H", "H", "H", "H", "C", "O", "H", "H", "H", "H"], "xyz": [[-2.2902, -0.2935, 0.6588], [-3.1031, -1.1102, 1.4545], [-2.7619, 0.3704, -0.0657], [-1.5941, 0.2650, 1.2845], [-1.6014, -0.9412, 0.1164], [-3.3989, -0.5963, 2.2095], [2.2859, 0.6813, 0.8378], [2.6041, 0.3550, -0.5537], [3.1488, 0.9388, 1.4520], [1.5941, 1.5231, 0.8676], [1.8968, -0.2004, 1.3469], [3.1965, -0.4004, -0.5616], [-0.2883, -0.2198, -1.6902], [0.3572, 0.5093, -0.6446], [-0.0942, 0.1975, -2.6783], [0.1050, -1.2356, -1.7308], [-1.3729, -0.3181, -1.6452], [1.3165, 0.4752, -0.6579]], "nbo_charge": [-0.251, -0.721, 0.157, 0.170, 0.182, 0.462, -0.282, -0.711, 0.179, 0.226, 0.187, 0.493, -0.259, -0.788, 0.158, 0.151, 0.182, 0.465]}



c | {"formula": "C3H12O3", "method": "ωB97M-V/def2-TZVPD", "orbital_gap_ev": 9.95, "lumo_energy_ev": 0.482, "smiles": "CO.CO.CO", "species": ["C", "O", "H", "H", "H", "H", "C", "O", "H", "H", "H", "H", "C", "O", "H", "H", "H", "H"], "xyz": [[2.4863, 22.2344, 27.7391], [2.9672, 22.2450, 26.4003], [2.2849, 21.2225, 28.0953], [3.2727, 22.6507, 28.3676], [1.6036, 22.8648, 27.8703], [2.2940, 21.8513, 25.8357], [2.8263, 24.8500, 24.2340], [4.0050, 24.5031, 24.9401], [2.3523, 23.9664, 23.7971], [2.0912, 25.3466, 24.8781], [3.0933, 25.5619, 23.4555], [3.7924, 23.7422, 25.5092], [7.2332, 23.4264, 25.9561], [6.7110, 23.7678, 24.7111], [7.0820, 24.2119, 26.7160], [6.7998, 22.5120, 26.3839], [8.3151, 23.3094, 25.8904], [5.7524, 23.9462, 24.7358]], "nbo_charge": [-0.251, -0.741, 0.173, 0.190, 0.169, 0.476, -0.241, -0.763, 0.159, 0.161, 0.188, 0.500, -0.239, -0.748, 0.149, 0.148, 0.175, 0.496]}



Stability summary - winner: a; margin: 0.0316 hartree.